[1]
Formula: C5H13NP
Source: the OMol25 dataset
Level of theory: ωB97M-V/def2-TZVPD

Geometry as XYZ:
```
20
Properties=species:S:1:pos:R:3:forces:R:3:lowdin_charge:R:1
P -0.15896 1.14769 1.59259 1.31 -1.03 0.96 0.9295
N -0.00726 0.47370 -1.06771 1.72 -0.73 -0.69 -0.2411
C 0.14558 -2.40476 1.52703 -2.45 0.60 -0.11 -0.0699
C 1.41356 1.04110 -1.11280 -0.28 -0.46 -2.35 -0.0002
C -0.97327 1.50134 -1.38547 -3.75 0.01 2.78 -0.0523
C -0.00922 -1.48614 0.28335 -1.29 -1.87 0.47 -0.1040
C -0.09691 -0.15351 0.28203 -0.15 -0.58 -0.28 -0.5187
H -0.06583 -0.28168 -1.79043 0.02 0.65 0.77 0.1872
H 1.33054 1.97760 -0.59655 0.56 0.12 0.87 0.0615
H -0.92945 1.95522 -2.31835 0.82 0.46 -1.82 0.0849
H 2.09210 0.22559 -0.70900 -0.59 1.55 -0.70 0.1359
H 1.55283 1.38045 -2.20181 0.34 -0.98 1.48 0.1360
H -1.51041 1.00996 1.74987 -1.10 -0.02 0.22 -0.0903
H -0.28451 -2.06836 -0.64619 0.91 0.88 0.63 0.1353
H -0.87142 -2.71811 2.00685 1.47 0.61 -1.23 0.1274
H -1.98965 1.01506 -1.30997 0.95 0.42 -0.26 0.1366
H 0.68908 -3.33709 1.38749 0.19 0.33 -0.37 0.0778
H 0.57569 -1.78081 2.26987 0.79 0.09 0.89 0.0202
H -1.05179 2.31344 -0.60981 0.71 -0.84 -0.64 0.0992
H 0.14930 0.18932 2.64902 -0.19 0.80 -0.62 -0.0550
```
Forces are in eV/Å.

Relative energy (zero: lowest compared OMol25 entry of this formula, charge and spin), kcal per mole: 39.0
Kohn-Sham gap, eV: 10.588
Maximum force, eV/A: 4.7
Net charge: +1
HOMO energy, eV: -13.64
SMILES: C/C=C(\P)[NH+](C)C

---

[2]
Formula: C4H7NO2
Source: the OMol25 dataset
Level of theory: ωB97M-V/def2-TZVPD

Geometry as XYZ:
```
14
Properties=species:S:1:pos:R:3:forces:R:3:lowdin_charge:R:1
O -0.00706 -1.67949 -0.38703 0.95 -0.87 -0.87 0.0451
O 2.06238 -1.54001 1.53731 -0.21 0.09 -1.76 -0.0153
N 2.41952 -0.30227 1.07187 0.56 1.24 1.40 0.0088
C 1.98031 1.25107 -0.85182 0.78 -0.94 -1.15 -0.0077
C -0.82435 -0.83412 -0.57051 -2.43 0.71 0.11 -0.3336
C -1.26429 0.07649 0.49582 1.39 2.78 1.31 -0.0582
C 2.13063 0.35523 0.09135 0.50 -1.20 0.34 -0.2330
H -1.34174 -0.48559 1.40491 -0.20 -0.38 0.59 0.0803
H 1.58548 -1.91802 0.76763 -0.24 -0.33 0.58 0.0732
H -0.44510 0.86892 0.76352 -1.34 -1.33 -0.63 0.1141
H -2.19573 0.62813 0.30237 0.34 -0.33 -0.14 0.0812
H 2.67918 1.22302 -1.74281 -1.21 0.33 1.18 0.0838
H 0.99055 1.65820 -0.81909 -0.11 0.95 -0.55 0.0302
H -1.55276 -0.71612 -1.42629 1.22 -0.72 -0.41 0.1311
```
Forces are in eV/Å.

Relative energy (zero: lowest compared OMol25 entry of this formula, charge and spin), kcal per mole: 118.0
Kohn-Sham gap, eV: 9.488
Maximum force, eV/A: 3.4
HOMO energy, eV: -8.97
SMILES: C=C=NO.CC=O

---

[3]
Formula: C16H44N5O15PSi2
Source: the OMol25 dataset
Level of theory: ωB97M-V/def2-TZVPD

Geometry as XYZ:
```
83
Properties=species:S:1:pos:R:3:forces:R:3:lowdin_charge:R:1
P 0.76230 2.47462 2.78917 -1.14 0.07 -0.30 0.4664
Si -0.81157 -0.38255 -1.48501 -0.04 -0.01 -0.26 0.5376
Si -0.59811 -3.08480 -2.43085 -0.11 -0.33 -0.21 0.5645
O -1.56553 -1.77064 -2.06953 0.73 0.07 0.22 -0.4724
O -0.30362 -8.17721 -4.34257 -0.08 0.17 0.04 0.0746
O 0.33210 3.54995 1.68369 0.29 -0.39 0.08 -0.1925
O 2.34821 2.46221 2.78224 -0.11 0.03 0.07 -0.1724
O -6.14415 -2.31438 -0.08429 0.20 -0.14 -0.05 0.0459
O -4.98801 -4.06903 -0.57578 -0.05 0.15 0.04 0.0698
O -10.05785 -1.12176 3.56016 0.16 -0.08 -0.01 0.0574
O 1.77263 0.16077 -2.22950 -0.36 -0.34 -0.08 -0.2228
O 2.19681 6.21802 7.63278 0.04 -0.18 -0.03 0.0592
O -0.75908 -6.10526 -3.92945 -0.02 -0.35 -0.05 0.0081
O -8.25669 -2.18313 4.10350 -0.14 0.10 -0.10 0.0626
O 4.10316 -1.43351 -5.64440 -0.11 0.04 -0.09 0.0765
O 2.27877 -0.39944 -6.15788 -0.02 -0.06 -0.16 0.0599
O 3.09675 4.26464 7.43707 -0.09 0.15 -0.03 0.0537
O 0.16057 2.78584 4.08421 -0.01 0.23 1.13 -0.2589
N 2.15525 5.03288 7.36828 0.02 0.01 0.01 -0.4500
N -5.09217 -2.91788 -0.20691 -0.08 -0.02 0.02 -0.4348
N -8.97115 -1.60430 3.30807 -0.01 -0.01 0.06 -0.4524
N 3.37551 -0.84669 -6.42001 0.12 -0.03 -0.10 -0.4307
N -1.06788 -7.27359 -4.07499 0.08 0.01 0.00 -0.4442
C 0.67712 0.54479 0.76122 0.04 -0.41 0.22 -0.2758
C -0.06624 -0.68058 0.19844 -0.28 0.27 -0.14 -0.2528
C 2.72804 -0.29972 -3.16682 0.61 -0.18 0.45 -0.2645
C 3.65369 -1.35749 -1.05959 0.47 0.07 -0.33 -0.0928
C -2.51038 -7.60679 -3.90654 -0.03 -0.14 -0.01 0.0485
C 3.86269 -0.65232 -7.81411 0.15 -0.05 -0.04 0.0516
C 0.44750 0.23012 -2.76019 0.16 0.59 0.63 -0.2676
C 0.59130 5.80415 0.92419 -0.17 -0.32 0.35 -0.0599
C 0.15464 0.92712 2.14467 0.90 0.01 -0.55 -0.2123
C 3.98625 -0.73027 -2.41294 -0.83 0.42 0.63 -0.2033
C 0.39308 4.90458 2.13258 0.15 0.98 -0.65 -0.2802
C 4.36222 3.51468 3.58736 0.04 0.18 0.14 -0.0639
C 0.84553 4.48723 6.91394 0.00 -0.21 -0.02 0.0370
C -8.48226 -1.46978 1.90678 0.11 -0.06 0.03 0.0382
C 3.00333 3.00260 3.94854 0.73 -0.14 0.18 -0.2809
C -3.83020 -2.19748 0.11363 -0.12 0.15 0.13 0.0448
H -7.51323 -1.94139 1.82981 0.01 -0.03 0.05 0.0648
H -3.33910 -2.74517 0.91311 0.02 -0.08 -0.07 0.1079
H 3.11881 2.22226 4.68822 -0.22 -0.33 0.18 0.1230
H 2.35724 -1.13780 -3.74173 -0.39 -0.22 -0.06 0.0824
H 0.12444 4.65983 7.70684 0.01 0.12 -0.01 0.1004
H 3.43989 -0.56407 -0.36499 -0.32 0.15 0.41 0.0543
H 2.45254 3.80372 4.41766 -0.57 0.11 -0.13 0.0850
H 0.21097 1.27603 -2.96606 -0.04 0.25 -0.12 0.0831
H 0.56422 5.02308 6.01305 -0.05 0.03 0.02 0.0932
H -4.07917 -1.18987 0.42697 -0.08 -0.02 -0.01 0.0985
H 4.73410 4.03349 4.46111 0.26 0.11 0.28 0.0790
H 0.36095 -0.27082 -3.71594 -0.01 -0.38 -0.27 0.0790
H -0.61067 -4.09376 -1.35053 -0.14 0.11 0.13 -0.0468
H 0.49639 0.17484 2.84525 0.02 -0.22 0.35 0.1077
H 3.89724 0.41654 -8.00021 -0.09 0.01 -0.01 0.1008
H 3.15153 -1.13598 -8.47619 -0.07 0.07 0.01 0.1005
H 0.55202 -1.56611 0.23661 0.31 -0.28 -0.15 0.0750
H -1.03919 -3.72844 -3.66847 -0.20 0.20 -0.08 -0.0627
H -0.90044 -0.89726 0.86110 -0.33 -0.15 0.10 0.0623
H 0.68894 1.39497 0.08899 -0.16 0.20 -0.19 0.0964
H 0.07552 5.35413 0.08737 -0.11 0.08 -0.33 0.0772
H 1.21556 5.07904 2.81673 0.20 -0.26 0.31 0.1030
H 2.81272 -2.02843 -1.12336 -0.34 -0.30 0.04 0.0563
H -3.06463 -7.03157 -4.64139 0.01 0.08 0.05 0.1004
H 0.80261 -2.65507 -2.60871 0.05 0.16 0.08 -0.0420
H 4.53191 0.17853 -2.19393 0.63 0.08 -0.18 0.1051
H 5.05236 2.71760 3.35424 0.17 -0.17 -0.29 0.0784
H 4.56258 -1.42022 -3.00683 0.28 0.03 -0.40 0.0940
H -3.22216 -2.19057 -0.78453 0.04 -0.08 0.00 0.0622
H 1.63725 5.92637 0.69774 0.37 -0.06 -0.27 0.0703
H -1.83901 0.67300 -1.32776 -0.16 -0.11 -0.04 0.0190
H -8.42053 -0.40912 1.68458 -0.10 0.01 -0.01 0.1022
H -0.51560 5.19793 2.63998 -0.36 -0.37 0.21 0.1163
H 0.17323 6.77907 1.12975 -0.12 0.32 -0.03 0.0737
H -2.63688 -8.67091 -4.06270 0.06 -0.02 -0.01 0.0927
H 2.96952 0.49920 -3.86197 -0.01 0.16 -0.30 0.1114
H -9.20500 -1.95744 1.26067 -0.06 0.07 0.00 0.1033
H 4.84581 -1.09853 -7.89914 0.01 -0.02 0.06 0.0940
H 4.51072 -1.89853 -0.67588 0.17 -0.19 0.08 0.0708
H 4.31534 4.24426 2.79125 0.02 0.07 -0.38 0.0780
H 1.70702 0.25366 0.89766 0.46 0.12 -0.18 0.0919
H 0.95963 3.43003 6.70986 0.04 0.01 -0.06 0.0856
H -0.92301 0.92726 2.20170 -0.40 0.33 -0.01 0.1001
H -2.79496 -7.31935 -2.89909 -0.01 0.10 -0.02 0.1009
```
Forces are in eV/Å.

Kohn-Sham gap, eV: 9.334
Maximum force, eV/A: 1.2
HOMO energy, eV: -9.39

---

[4]
Formula: C11H23F3GaN4O6
Source: the OMol25 dataset
Level of theory: ωB97M-V/def2-TZVPD

Geometry as XYZ:
```
48
Properties=species:S:1:pos:R:3:forces:R:3:lowdin_charge:R:1
Ga 0.05215 0.67969 0.01881 0.28 0.34 -0.38 0.4924
F 3.33734 3.71401 -1.11222 -0.28 1.10 -0.77 0.1341
F 2.85697 2.98052 0.83420 -0.53 0.57 1.34 0.1521
F 4.75946 2.56883 -0.05592 1.12 -0.23 0.44 0.1077
O 2.07881 1.12721 -4.98668 -0.06 0.06 -0.09 0.0408
O 0.21022 -1.66435 1.89446 0.59 0.28 -0.49 -0.1047
O -2.78257 1.94558 1.67484 0.34 -0.18 3.21 0.0924
O -3.30091 3.10086 -0.09629 -0.51 -0.16 -1.05 0.0655
O -1.29628 -0.85046 3.21401 -2.89 -0.41 1.59 0.1080
O -4.48634 -3.02961 2.08324 -0.16 -0.09 -0.07 0.0317
N -5.23083 -4.34765 3.77177 -0.25 -0.16 0.05 0.1266
N 2.89995 -0.91278 -5.53333 -0.06 -0.16 -0.09 0.1426
N 4.28548 0.93069 -5.46396 0.15 0.11 -0.08 0.1413
N -3.11942 -3.43180 3.85147 0.18 0.00 -0.18 0.1612
C 3.44474 2.67287 -0.29977 -0.25 -1.35 -0.88 -0.7163
C 1.39030 1.54132 -1.32060 0.16 -0.60 0.94 -0.2358
C 0.81218 0.16046 3.46983 0.09 0.04 -0.51 -0.0132
C -1.68966 0.24644 -0.97660 -0.04 -0.14 0.71 -0.2332
C 3.01898 0.43258 -5.30568 -0.01 -0.01 0.08 -0.6906
C -0.17937 -0.80735 2.85378 2.05 0.18 -1.07 -0.6259
C -3.03798 0.66921 -0.30669 -0.27 0.50 -1.75 -0.1822
C 2.87797 1.41052 -0.87500 -0.52 -0.32 -0.74 -0.1711
C 0.97677 -1.02586 0.78616 0.06 0.21 0.32 -0.2048
C -3.00457 1.91861 0.52604 -0.32 -0.14 -1.55 -0.5963
C -4.28438 -3.55987 3.15711 0.26 0.09 0.10 -0.6897
H -3.50491 -0.13117 0.26412 0.39 0.08 0.39 0.1132
H 3.46731 1.13384 -1.75723 0.29 0.15 0.24 0.1087
H 1.15892 2.60477 -1.41224 -0.19 -0.15 -0.33 0.0443
H -1.75912 -0.83981 -1.11064 0.10 0.10 -0.09 0.0389
H 1.27543 1.02238 -2.27420 0.03 0.39 -0.12 0.0251
H 5.07183 0.36751 -5.72462 -0.01 0.01 0.04 0.0834
H -3.53045 3.71662 0.61200 0.42 -0.02 0.07 0.1055
H -6.10481 -4.46963 3.29638 0.04 0.03 0.01 0.0902
H 1.08054 -1.80531 0.02577 -0.05 -0.05 0.20 0.0504
H 0.21840 0.88456 4.02265 0.19 -0.15 0.28 0.0875
H 4.41474 1.91236 -5.30236 -0.02 -0.04 0.05 0.1007
H -0.14015 1.76433 1.18207 0.00 -0.12 0.07 -0.0024
H 3.66910 -1.49886 -5.79477 -0.01 0.01 0.04 0.0836
H 1.35064 0.71771 2.70518 -0.01 -0.11 -0.04 0.0393
H 1.54791 -0.37802 4.07484 -0.20 0.06 0.12 0.0846
H 3.02644 0.63300 -0.11901 0.07 0.07 -0.04 0.0924
H 1.97736 -0.82238 1.19952 -0.03 -0.10 -0.27 0.0386
H 1.98799 -1.31668 -5.42394 0.03 0.03 0.05 0.1019
H -2.38927 -2.86195 3.44757 -0.07 0.24 0.01 0.0802
H -2.96097 -3.87349 4.73617 -0.03 0.03 -0.01 0.0860
H -1.62035 0.68536 -1.97756 -0.05 0.03 0.12 0.0377
H -3.73996 0.87915 -1.12925 -0.04 -0.06 0.19 0.0995
H -5.08563 -4.79396 4.65661 0.00 0.02 -0.02 0.0779
```
Forces are in eV/Å.

Kohn-Sham gap, eV: 7.079
Maximum force, eV/A: 3.3
Net charge: -1
HOMO energy, eV: -4.65